# 1
C4H4FNS2 | ωB97M-V/def2-TZVPD

Geometry (Å):
S  -0.49988  1.90118  -0.47348
S  2.47251  -0.00233  0.46651
F  -0.44035  -2.08203  -0.60732
N  -2.42553  -0.19735  1.46380
C  -1.43721  -0.16238  0.88498
C  1.00189  0.11331  1.02744
C  -0.25280  0.17385  0.15252
C  -0.17602  -0.76864  -1.02145
H  -0.82997  -0.55842  -1.85136
H  0.84947  -0.74502  -1.35459
H  0.81845  2.00202  -0.73494
H  0.91945  0.32582  2.04790

Calculated values
SMILES = N#C[C@@](S)(C=S)CF
energy = -1105.7529 Ha
total charge = 0
HOMO-LUMO gap = 8.41 eV
ΔE to the lowest compared entry with this formula, charge and spin = 130.1 kJ/mol
maximum force = 1.8 eV/Å
multiplicity = 1
highest occupied orbital energy = -0.35714 Ha

***

# 2
C7H17P | ωB97M-V/def2-TZVPD

Geometry (Å):
P  -2.50612  -0.06217  0.61998
C  -0.05659  -0.93761  -0.88495
C  0.57074  -0.97880  0.62149
C  -4.20584  0.78539  0.20065
C  3.06145  0.15818  0.20122
C  2.20372  1.55121  0.13957
C  2.18805  -1.19862  0.47240
C  -1.62151  -0.49640  -1.00787
H  0.61563  -0.28536  -1.61036
H  1.22274  1.51062  -0.49683
H  0.28876  -0.08696  1.32090
H  -2.25359  -1.32395  -1.59177
H  -4.91165  0.08644  -0.43797
H  3.70267  0.03025  -0.77784
H  3.82949  0.27546  1.10202
H  -4.77830  1.04252  1.20399
H  -1.77148  1.02021  1.28814
H  1.99174  1.96625  1.23447
H  2.61953  -1.71770  1.45355
H  0.01704  -2.05141  -1.30845
H  2.89882  2.36755  -0.37556
H  -4.06968  1.80192  -0.38741
H  -1.65272  0.45651  -1.72632
H  2.46545  -1.95359  -0.40986
H  0.15166  -1.95995  1.15681

Calculated values
SMILES = CCCCCCPC
energy = -618.1158 Ha
total charge = 0
HOMO-LUMO gap = 9.19 eV
ΔE to the lowest compared entry with this formula, charge and spin = 348.5 kJ/mol
maximum force = 2.7 eV/Å
multiplicity = 1
highest occupied orbital energy = -0.30027 Ha